Molecular formula: C4H14NO3
Method: DFT, ωB97M-V/def2-TZVPD

Computed properties:
highest occupied orbital energy: -14.7 eV
Kohn-Sham gap: 11.7 eV
energy relative to the best compared isomer or geometry (same formula, charge and spin): 0.8317 eV

```
! RIJCOSX wB97M-V def2-TZVPD def2/J DEFGRID3
* xyz 1 1
O 2.51 -0.51 0.09
O -1.99 0.40 -0.09
O -0.18 -1.09 -2.96
N 0.08 -1.12 -0.46
C -1.17 0.47 2.11
C 0.28 0.33 -0.12
C -0.90 0.98 0.65
C 1.66 0.55 0.52
H -0.90 -1.26 -0.72
H -0.84 -0.50 2.44
H 0.19 0.84 -1.08
H 1.48 0.42 1.60
H 0.34 -0.42 -3.44
H -0.73 1.16 2.83
H 0.36 -1.69 0.33
H -0.87 2.05 0.44
H 0.65 -1.29 -1.28
H 3.37 -0.19 -0.18
H -2.83 0.62 0.32
H -2.27 0.48 2.25
H 2.06 1.55 0.35
H -0.32 -1.79 -3.61
*
```

***

Molecular formula: C4H10N2O
Method: DFT, ωB97M-V/def2-TZVPD

Computed properties:
highest occupied orbital energy: -9.4 eV
Kohn-Sham gap: 10.3 eV
energy relative to the best compared isomer or geometry (same formula, charge and spin): 2.2252 eV
SMILES: C[C@H](N)CNC=O

```
! RIJCOSX wB97M-V def2-TZVPD def2/J DEFGRID3
* xyz 0 1
O -0.67 -2.19 1.56
N 0.92 1.26 -2.21
N 0.12 -0.06 1.30
C 0.02 -1.31 1.98
C 0.64 -0.23 -0.08
C 0.32 1.04 -0.88
C -1.22 1.09 -1.06
H 1.71 -0.50 -0.11
H 0.64 -1.40 2.87
H 0.96 0.37 -2.71
H -0.59 0.64 1.43
H 0.12 -1.11 -0.44
H -1.67 0.17 -0.72
H -1.53 1.25 -2.10
H 0.64 1.90 -0.27
H 1.94 1.32 -2.09
H -1.66 1.95 -0.56
*
```

***

Molecular formula: C4H6O2
Method: DFT, ωB97M-V/def2-TZVPD

Computed properties:
highest occupied orbital energy: -9.1 eV
Kohn-Sham gap: 10.1 eV
energy relative to the best compared isomer or geometry (same formula, charge and spin): 1.6197 eV
SMILES: O[C@@H]1CC=CO1

```
! RIJCOSX wB97M-V def2-TZVPD def2/J DEFGRID3
* xyz 0 1
O 1.38 -1.06 -0.38
O -0.49 -0.10 -1.42
C 0.85 0.15 -0.74
C 0.37 0.85 0.51
C -0.78 -0.11 0.81
C -1.28 -0.47 -0.37
H 1.51 0.66 -1.45
H -2.18 -1.05 -0.59
H 0.71 -1.33 0.30
H -1.19 -0.34 1.79
H -0.04 1.83 0.24
H 1.12 0.97 1.29
*
```

***

Molecular formula: C14H42N4O13S5
Method: DFT, ωB97M-V/def2-TZVPD

Computed properties:
highest occupied orbital energy: -8.5 eV
Kohn-Sham gap: 8.1 eV
energy relative to the best compared isomer or geometry (same formula, charge and spin): 0.1211 eV

```
! RIJCOSX wB97M-V def2-TZVPD def2/J DEFGRID3
* xyz 0 1
S -4.42 3.06 1.09
S 1.29 -2.05 -5.24
S 0.59 3.07 3.58
S 0.41 -4.73 2.90
S 0.57 5.40 -0.40
O 4.09 -0.77 2.64
O -1.71 -1.12 0.81
O -1.47 0.31 -4.27
O 0.80 -6.14 3.15
O -3.37 3.81 0.35
O 1.72 -1.20 -4.09
O -0.74 3.18 2.99
O -2.10 1.67 -2.74
O 1.05 4.01 -0.30
O 1.99 -3.84 -2.86
O 2.13 -3.20 -0.74
O 4.68 -2.09 1.02
O 0.42 -1.32 1.01
N 3.99 -1.77 1.97
N 2.58 -3.32 -1.92
N -0.58 -1.09 0.35
N -1.19 1.14 -3.44
C -1.22 -4.80 1.98
C -0.42 -0.67 -1.05
C -1.22 5.37 -0.86
C 0.17 1.66 -3.39
C -0.35 -2.77 -4.73
C 2.97 -2.73 2.45
C 0.30 1.83 4.94
C 3.79 -2.51 -2.21
C 0.69 -0.94 -6.60
C 0.36 5.97 1.36
C 1.52 1.87 2.48
C -0.35 -4.06 4.46
C -4.88 1.72 -0.13
C -3.53 2.08 2.42
H 0.48 -0.13 -1.25
H 2.80 -3.48 1.70
H -0.19 5.28 1.94
H -3.93 1.32 -0.40
H 1.18 1.57 5.52
H -5.32 2.24 -0.99
H -1.90 -5.36 2.64
H -5.61 1.09 0.38
H -1.73 4.53 -0.33
H -2.67 1.63 1.97
H 3.35 -3.16 3.39
H 0.48 -4.11 5.25
H -0.83 -3.13 -5.59
H -1.25 -4.57 4.72
H -1.34 5.17 -1.91
H -0.46 2.24 5.55
H -1.60 6.35 -0.63
H 4.18 -2.40 -1.18
H -0.09 -3.48 -3.94
H 4.43 -3.04 -2.94
H 3.50 -1.50 -2.54
H -1.34 -0.16 -1.28
H -1.53 -3.85 1.61
H 0.70 0.95 -3.98
H -3.29 2.79 3.19
H 0.77 1.11 2.40
H 1.56 -0.50 -7.13
H 0.59 1.77 -2.38
H -0.65 -3.00 4.35
H 1.63 2.27 1.48
H 2.46 1.51 2.96
H 2.06 -2.15 2.58
H -4.22 1.29 2.75
H 0.16 -1.54 -7.33
H -0.40 -1.63 -1.61
H -0.09 0.96 4.45
H -1.12 -5.41 1.07
H 1.39 6.04 1.68
H 0.08 7.01 1.35
H 0.02 -0.17 -6.32
H 0.16 2.66 -3.89
H -0.97 -2.02 -4.29
*
```

***

Molecular formula: C6H13NO2
Method: DFT, ωB97M-V/def2-TZVPD

Computed properties:
highest occupied orbital energy: -9.4 eV
Kohn-Sham gap: 9.4 eV
energy relative to the best compared isomer or geometry (same formula, charge and spin): 7.2483 eV

```
! RIJCOSX wB97M-V def2-TZVPD def2/J DEFGRID3
* xyz 0 1
O -1.50 0.25 -1.61
O 0.68 1.48 -0.72
N 0.49 -0.81 2.30
C -0.84 -0.61 -2.43
C 0.26 1.70 1.82
C 0.61 -1.07 -0.39
C 0.03 0.28 1.31
C 0.18 -1.51 -1.56
C 0.94 0.34 0.22
H -0.21 2.17 2.82
H 1.29 1.87 2.05
H 0.23 -2.50 -1.71
H -1.49 -1.27 -3.01
H -0.04 -0.72 3.20
H -0.94 -0.07 0.74
H -0.06 2.53 1.25
H -0.02 -1.74 2.14
H 2.02 0.34 0.46
H -0.41 -0.13 -3.45
H -0.11 1.31 -1.12
H 1.20 -1.86 0.19
H -2.33 0.02 -2.50
*
```

***

Molecular formula: C5H7F2N2O
Method: DFT, ωB97M-V/def2-TZVPD

Computed properties:
highest occupied orbital energy: -14.1 eV
Kohn-Sham gap: 9.8 eV
energy relative to the best compared isomer or geometry (same formula, charge and spin): 0.4753 eV
SMILES: [NH3+][C@]1(O)N=CC=C(F)[C@H]1F

```
! RIJCOSX wB97M-V def2-TZVPD def2/J DEFGRID3
* xyz 1 1
F 3.70 0.06 0.07
F 1.70 2.05 -0.02
O -0.02 0.84 -1.69
N -0.30 -0.97 -0.29
N -1.20 1.25 0.38
C 2.49 -0.30 0.06
C 0.61 -1.85 -0.14
C 2.05 -1.56 0.02
C 0.11 0.36 -0.38
C 1.37 0.77 0.40
H -1.79 1.30 -0.51
H 2.79 -2.26 -0.30
H -1.74 0.85 1.23
H -0.77 0.42 -2.21
H 1.26 0.56 1.49
H -0.90 2.22 0.45
H 0.34 -2.86 -0.23
*
```

***

Molecular formula: C19H12Cl2IN6O2W
Method: DFT, ωB97M-V/def2-TZVPD

Computed properties:
highest occupied orbital energy (alpha / beta): -11.1 / -11.1 eV
Kohn-Sham gap (alpha / beta): 6.4 / 6.4 eV
energy relative to the best compared isomer or geometry (same formula, charge and spin): 2.2825 eV

```
! RIJCOSX wB97M-V def2-TZVPD def2/J DEFGRID3
* xyz 1 1
W 0.26 -0.26 -0.22
I -1.98 -0.87 -6.98
Cl 1.86 2.54 1.96
Cl 0.95 2.00 -3.18
O -1.78 -0.79 0.09
O -0.21 -2.26 -0.40
N 0.66 1.48 -0.43
N 2.39 -0.49 -0.18
N 0.64 -0.49 1.77
N 4.22 -0.51 1.13
N 1.33 -0.60 4.48
N 4.56 -0.50 -0.15
C 2.51 4.03 -2.24
C 2.90 -0.51 1.12
C -2.87 -1.76 -4.21
C 1.41 2.55 -0.65
C -2.77 -1.98 -2.84
C 0.06 -0.58 4.07
C 2.93 4.28 0.13
C -1.27 -1.63 -0.73
C 1.96 -0.52 2.19
C 3.48 -0.49 -0.94
C 2.26 -0.57 3.56
C -0.29 -0.52 2.75
C -1.85 -1.11 -4.89
C 3.13 4.69 -1.18
C -0.72 -0.66 -4.22
C 1.68 2.97 -1.97
C -0.60 -0.90 -2.87
C -1.62 -1.56 -2.18
C 2.08 3.22 0.39
H -3.75 -2.09 -4.74
H 0.05 -0.13 -4.76
H 3.50 -0.46 -2.02
H 3.80 5.51 -1.39
H 0.35 -0.64 -2.30
H 5.54 -0.49 -0.42
H 2.68 4.34 -3.26
H 3.44 4.77 0.94
H -3.56 -2.47 -2.31
H -0.69 -0.61 4.85
H 3.29 -0.57 3.88
H -1.33 -0.49 2.42
*
```

***

Molecular formula: C5H4N2
Method: DFT, ωB97M-V/def2-TZVPD

Computed properties:
highest occupied orbital energy: -10.1 eV
Kohn-Sham gap: 11.0 eV
energy relative to the best compared isomer or geometry (same formula, charge and spin): 2.9783 eV
SMILES: C#C[C@H]1N[C@H]1C#N

```
! RIJCOSX wB97M-V def2-TZVPD def2/J DEFGRID3
* xyz 0 1
N 0.39 -2.08 1.73
N 1.07 -0.06 -1.16
C -0.55 1.16 0.33
C -0.75 1.86 1.30
C 0.15 -1.08 -0.67
C 0.28 -1.62 0.67
C -0.30 0.35 -0.83
H -0.16 -1.81 -1.41
H 1.71 0.24 -0.42
H -0.92 2.46 2.16
H -0.91 0.57 -1.70
*
```

***

Molecular formula: C38H73IN2O10
Method: DFT, ωB97M-V/def2-TZVPD

Computed properties:
highest occupied orbital energy: -8.7 eV
Kohn-Sham gap: 7.4 eV
SMILES: CCc1ccc2c(c1N)C(=O)c1ccc(CCCI)c(CCCN)c1C2=O.CCO.CCO.CCO.CCO.CCO.CCO.CCO.CCO

```
! RIJCOSX wB97M-V def2-TZVPD def2/J DEFGRID3
* xyz 0 1
I -2.15 5.25 -6.77
O -4.23 4.39 3.00
O 1.05 -7.69 1.04
O 2.16 3.87 4.16
O 0.70 5.77 0.58
O -2.02 -1.20 -1.48
O 4.10 -2.30 3.56
O -0.63 3.35 1.29
O 5.63 -2.91 -1.41
O -1.73 -3.00 -5.39
O -1.36 -3.82 3.89
N -4.44 0.10 -5.05
N -1.93 2.37 3.67
C 0.70 7.08 1.13
C 0.30 2.06 -3.60
C -1.67 -0.17 -0.93
C 4.79 -3.90 -1.99
C -3.51 0.22 4.82
C -0.53 2.14 -0.77
C -3.99 4.84 1.66
C 1.14 -8.12 3.41
C 0.28 3.49 -5.77
C -5.03 0.75 4.73
C -1.18 3.92 -5.34
C -2.90 -1.08 1.16
C -0.86 0.97 -1.59
C -0.02 -4.53 -6.14
C 0.75 2.12 -5.09
C 0.89 -3.05 3.61
C -1.99 -0.03 -4.86
C 1.89 -7.65 2.19
C -2.19 1.28 2.78
C -0.67 -3.17 -6.32
C 5.55 -3.11 1.81
C -0.95 2.30 0.74
C -3.36 -1.04 2.56
C 0.65 3.23 -2.77
C 5.58 -4.79 -2.93
C -0.72 -0.30 -3.94
C -4.22 6.34 1.55
C 4.55 -2.06 2.23
C -0.43 0.92 -3.00
C -2.09 -0.01 0.57
C -0.03 -4.24 3.62
C -3.33 -0.61 -4.30
C 1.53 7.12 2.40
C -1.75 1.17 1.39
C 0.24 3.23 -1.38
C 2.22 2.48 4.45
C -2.99 0.15 3.34
C 3.16 1.78 3.49
H -2.71 3.03 3.71
H 1.54 8.12 2.83
H -0.01 -4.75 2.65
H -1.61 -3.19 3.20
H 4.87 -2.27 4.13
H 5.11 -4.11 1.86
H 2.25 -6.62 2.32
H 0.51 4.11 -0.75
H 0.32 5.17 1.24
H 0.86 -2.54 4.58
H -1.35 -3.07 -4.50
H 3.68 -2.08 1.57
H -1.10 -3.09 -7.32
H 6.01 -2.39 -2.13
H 1.21 2.06 4.38
H 0.58 -2.33 2.85
H 0.26 3.36 -6.88
H -3.56 6.87 2.24
H 4.35 -4.49 -1.19
H 1.88 2.10 -5.14
H 4.94 -5.56 -3.38
H 0.29 1.31 -5.73
H 1.93 -3.35 3.41
H -0.76 -5.33 -6.27
H -0.33 7.38 1.33
H -2.92 0.96 5.41
H 0.26 -4.95 4.39
H -2.96 4.59 1.41
H 0.79 -4.68 -6.86
H 6.03 -4.20 -3.73
H 1.84 3.97 3.25
H -4.03 6.69 0.54
H -5.19 1.60 5.44
H -1.80 -0.49 -5.87
H 3.21 0.71 3.71
H 2.75 -8.29 2.00
H -2.10 1.08 -4.98
H 0.99 4.29 -5.44
H -3.97 -1.85 3.03
H -1.04 2.83 3.51
H -4.30 1.09 -4.79
H 1.23 4.07 -3.23
H -3.46 -1.70 -4.50
H -5.15 4.61 3.21
H -3.44 -0.80 5.29
H -5.25 6.59 1.83
H 0.06 -2.37 -6.19
H 3.98 -3.40 -2.53
H 0.77 -9.14 3.27
H -0.74 -1.28 -3.42
H 6.39 -5.28 -2.39
H 1.12 6.42 3.14
H 2.82 1.92 2.46
H -3.19 -1.95 0.52
H 4.99 -1.06 2.18
H 0.39 -4.63 -5.13
H -3.50 -0.37 -3.21
H 2.55 6.80 2.20
H 0.30 -7.11 1.21
H -1.88 3.06 -5.19
H 0.16 -0.35 -4.65
H -4.65 4.30 0.98
H 4.16 2.21 3.56
H 5.90 -2.93 0.79
H -5.34 -0.19 -4.66
H 6.42 -3.11 2.48
H 0.26 -7.49 3.60
H 2.56 2.37 5.48
H 1.12 7.76 0.38
H 1.77 -8.10 4.30
H -1.12 4.49 -4.37
H -5.21 1.14 3.68
H -5.71 -0.12 4.89
*
```

***

Molecular formula: C2H2N4O2
Method: DFT, ωB97M-V/def2-TZVPD

Computed properties:
highest occupied orbital energy: -10.9 eV
Kohn-Sham gap: 9.9 eV
energy relative to the best compared isomer or geometry (same formula, charge and spin): 3.4834 eV
SMILES: [H]/N=c1\[nH]c(=O)nno1

```
! RIJCOSX wB97M-V def2-TZVPD def2/J DEFGRID3
* xyz 0 1
O -0.25 -1.08 1.25
O 1.00 2.39 -0.29
N 0.54 -0.17 2.01
N 1.03 0.85 1.50
N -1.11 -1.76 -0.72
N 0.02 0.31 -0.59
C -0.45 -0.89 -0.10
C 0.73 1.27 0.12
H -0.21 0.57 -1.51
H -1.29 -1.50 -1.68
*
```

***

Molecular formula: C4H3NO
Method: DFT, ωB97M-V/def2-TZVPD

Computed properties:
highest occupied orbital energy: -8.3 eV
Kohn-Sham gap: 7.2 eV
energy relative to the best compared isomer or geometry (same formula, charge and spin): 4.4344 eV
SMILES: N=C=C=O.C#C

```
! RIJCOSX wB97M-V def2-TZVPD def2/J DEFGRID3
* xyz 0 1
O 0.39 1.89 3.11
N -1.42 1.69 0.05
C -1.01 1.40 1.15
C 1.31 -1.89 -0.32
C 0.63 -0.94 -0.66
C -0.19 1.75 2.10
H -2.19 1.25 -0.46
H -0.03 -0.33 -1.27
H 1.80 -2.75 -0.20
*
```

***

Molecular formula: CH8N2
Method: DFT, ωB97M-V/def2-TZVPD

Computed properties:
highest occupied orbital energy: -8.9 eV
Kohn-Sham gap: 9.8 eV
energy relative to the best compared isomer or geometry (same formula, charge and spin): 0.1967 eV
SMILES: CN.N

```
! RIJCOSX wB97M-V def2-TZVPD def2/J DEFGRID3
* xyz 0 1
N -0.73 0.98 -1.05
N 2.62 -0.75 1.62
C -1.91 0.14 -0.80
H -2.14 -0.47 -1.68
H 2.19 -1.30 0.89
H -0.38 1.04 -1.99
H 2.35 -1.04 2.53
H -1.72 -0.54 0.02
H 2.46 0.23 1.42
H -2.73 0.81 -0.61
H 0.00 0.92 -0.35
*
```

***

Molecular formula: C19H31NO
Method: DFT, ωB97M-V/def2-TZVPD

Computed properties:
highest occupied orbital energy: -8.0 eV
Kohn-Sham gap: 8.8 eV
energy relative to the best compared isomer or geometry (same formula, charge and spin): 0.0412 eV
SMILES: Cc1ccc(C(C)(C)C)c(OCCCCN2CCCC2)c1

```
! RIJCOSX wB97M-V def2-TZVPD def2/J DEFGRID3
* xyz 0 1
O 0.77 1.06 -0.38
N -4.20 0.06 0.18
C -3.73 -2.20 0.80
C -2.09 1.08 -0.77
C 4.81 0.19 -0.67
C 2.92 1.42 -1.42
C 5.11 1.86 -2.53
C 0.72 -1.76 0.59
C 4.00 -0.46 0.25
C 2.11 0.78 -0.49
C -4.53 -0.81 -0.94
C 4.28 1.14 -1.52
C 1.77 -0.96 1.36
C -3.66 -0.74 1.27
C -3.48 1.27 -0.14
C -1.22 2.32 -0.63
C 2.65 -0.20 0.37
C 1.09 0.03 2.32
C -4.82 -2.15 -0.27
C 0.20 2.09 -1.14
C 2.57 -1.95 2.22
H 5.15 2.93 -2.30
H -2.78 -2.50 0.35
H -4.11 1.86 -0.82
H 3.33 -1.44 2.81
H 0.17 1.81 -2.21
H 2.50 2.15 -2.09
H -5.80 -2.13 0.19
H 0.45 0.72 1.78
H 4.69 1.75 -3.53
H 0.78 3.02 -1.04
H -1.66 3.16 -1.18
H -5.40 -0.41 -1.48
H 5.86 -0.04 -0.71
H 0.49 -0.51 3.05
H -3.70 -0.92 -1.65
H -3.97 -2.89 1.61
H 6.13 1.48 -2.54
H 1.20 -2.49 -0.05
H -4.29 -0.59 2.15
H -2.19 0.83 -1.83
H 0.06 -2.28 1.28
H 1.89 -2.45 2.91
H -1.16 2.60 0.43
H -4.77 -2.98 -0.97
H -1.59 0.25 -0.27
H 1.85 0.61 2.85
H -3.38 1.83 0.79
H 3.04 -2.71 1.60
H 4.47 -1.19 0.89
H 0.12 -1.10 -0.03
H -2.64 -0.46 1.53
*
```

***

Molecular formula: C5H33N2O11
Method: DFT, ωB97M-V/def2-TZVPD

Computed properties:
highest occupied orbital energy: -13.6 eV
Kohn-Sham gap: 11.1 eV
energy relative to the best compared isomer or geometry (same formula, charge and spin): 1.7184 eV

```
! RIJCOSX wB97M-V def2-TZVPD def2/J DEFGRID3
* xyz 1 1
O 1.95 -1.30 2.18
O -4.05 0.26 1.33
O 0.80 2.37 3.91
O 3.02 0.99 0.79
O 2.64 3.27 -1.25
O 1.65 -2.20 -2.28
O 0.97 -3.76 1.65
O -0.23 0.44 2.31
O -2.44 1.78 2.87
O 3.35 -2.60 -0.17
O 0.30 -0.05 -1.56
N -0.46 -2.43 -0.22
N -1.75 0.90 -1.24
C -1.37 2.34 -1.40
C -1.42 -1.54 -0.93
C -0.89 -0.11 -1.28
C -1.85 -2.09 -2.28
C -1.44 2.72 -2.89
H 0.94 2.57 4.84
H 2.56 -2.94 -0.63
H -1.16 -1.99 -3.14
H -1.65 3.80 -2.96
H 2.26 -1.21 3.10
H 1.40 -2.94 2.00
H 0.43 -2.08 0.16
H -2.07 -3.15 -2.12
H -3.34 0.36 1.99
H -4.41 1.15 1.22
H 0.39 -0.29 2.39
H -0.95 -2.85 0.57
H -0.20 -3.15 -0.90
H 0.15 1.19 2.80
H 2.60 1.16 -0.07
H -2.04 2.86 -0.73
H -0.52 2.52 -3.44
H 2.33 -0.69 1.53
H 1.71 -1.93 -3.21
H -2.69 0.71 -0.92
H -1.76 1.31 3.37
H -2.31 -1.50 -0.30
H 3.52 3.42 -1.62
H 1.19 3.07 3.38
H 3.57 -1.92 -0.84
H -2.29 2.12 -3.19
H 1.36 -1.42 -1.76
H 2.22 2.59 -1.77
H 1.73 -4.29 1.42
H -0.35 2.35 -0.99
H -2.69 -1.61 -2.76
H -2.05 1.93 2.02
H 3.36 1.86 1.03
*
```

***

Molecular formula: C3H12O5
Method: DFT, ωB97M-V/def2-TZVPD

Computed properties:
highest occupied orbital energy (alpha / beta): -14.2 / -14.2 eV
Kohn-Sham gap (alpha / beta): 10.1 / 4.4 eV
energy relative to the best compared isomer or geometry (same formula, charge and spin): 0.0000 eV

```
! RIJCOSX wB97M-V def2-TZVPD def2/J DEFGRID3
* xyz 1 2
O 0.46 -0.84 -1.84
O -3.11 -2.38 -2.23
O 1.11 0.26 0.51
O -0.57 -0.04 1.97
O -1.37 -0.53 -3.71
C 2.16 1.48 3.24
C 0.41 0.54 1.61
C 1.05 1.83 2.25
H -3.02 -2.60 -1.30
H 3.12 1.54 2.69
H 2.10 0.46 3.64
H 1.37 2.49 1.48
H 0.29 -0.09 -2.42
H -2.22 -0.90 -3.39
H 0.24 2.28 2.86
H -1.42 -0.37 -4.66
H 0.61 -0.50 0.05
H -0.04 -1.61 -2.11
H 2.21 2.12 4.09
H -3.37 -3.15 -2.75
*
```